Record 1
Computed, not measured: 2 unconnected molecules or ions with the total composition C5H11N, with ωB97M-V/def2-TZVPD.

Each line ends with the Mulliken charge.
Element x y z (Å)
C1 0.9666 0.3518 0.7136  -1.17
C2 -1.1404 1.3273 1.6001  -1.30
H1 -2.0867 0.9986 1.1622  0.31
C3 -0.1317 0.2247 1.4673  1.00
H2 1.0551 -2.0803 -2.4685  0.23
H3 -0.0900 -1.1299 -1.3708  0.22
H4 -1.4121 -1.0668 2.3547  0.23
H5 0.0161 -1.7582 1.8694  0.23
H6 -0.8139 2.2295 1.0916  0.33
H7 1.2743 1.3212 0.3525  0.25
H8 -1.3295 1.5692 2.6500  0.34
N1 -0.4318 -0.9218 2.2073  -0.55
C4 0.5354 -1.1558 -2.2515  -0.44
C5 0.6435 -0.0981 -3.0415  -0.47
H9 1.2960 -0.1160 -3.9055  0.23
H10 1.5684 -0.5029 0.4338  0.33
H11 0.0807 0.8075 -2.8646  0.24

Output
Max |F| (hartree/bohr): 0.0089
E (eV): -6852.0631
ΔE to the lowest compared entry with this formula, charge and spin (eV): 1.465
LUMO energy (eV): 1.02
HOMO energy (hartree): -0.30032

---

Record 2
Computed, not measured: a molecular structure, C38H53BrClO3Sc, with ωB97M-V/def2-TZVPD.

Each line ends with the Mulliken charge.
Element x y z (Å)
H1 -1.3696 -2.5563 -6.6753  0.33
H2 5.2711 -3.0958 3.4814  0.42
H3 -0.4913 -0.7021 -5.4955  0.45
C1 0.5484 4.0739 0.1553  -2.21
C2 1.0871 3.3486 1.4002  2.42
H4 -4.1315 1.9260 3.3891  0.39
C3 -1.2009 1.0037 -3.5353  2.66
H5 0.4701 -4.0330 2.8090  0.51
H6 2.2240 -4.2926 -5.0646  0.44
C4 -0.2368 -0.8977 -2.1264  0.30
O1 -0.1242 -1.5929 2.2150  -0.57
C5 2.0106 -2.5563 2.7439  0.57
C6 1.3684 4.4536 2.4272  -1.88
H7 2.3086 -2.0422 -6.3259  0.36
H8 2.7039 2.5126 3.8491  0.24
H9 -0.3512 4.6375 0.3904  0.35
H10 -0.7465 1.4535 -5.6242  0.42
H11 -0.7403 3.0445 -2.9497  0.49
C7 2.3826 -4.8592 3.3214  -0.89
H12 -3.1498 0.2052 -3.0531  0.39
H13 -4.0046 2.7538 0.9495  0.32
C8 0.0702 2.3301 1.9200  -0.29
C9 -4.0560 1.7141 0.6339  -1.78
C10 0.5077 0.2602 5.1969  -2.00
C11 -0.8365 -3.4721 -6.4336  -1.61
H14 0.3387 3.3742 -0.6465  0.25
H15 2.0193 -5.8629 3.4593  0.43
C12 -1.9772 1.2123 1.9613  -0.76
H16 -5.2855 0.7374 2.7689  0.43
H17 -2.8203 -0.7858 0.3037  0.13
H18 0.1384 1.8002 -2.0356  -0.09
C13 -0.2645 -1.1255 -4.5333  -0.61
C14 0.5406 -2.9505 -3.2592  -0.04
H19 -0.6555 2.7149 5.5347  0.32
C15 1.1342 -1.5090 2.1739  0.53
H20 0.5667 -0.6014 4.5363  0.30
C16 1.2716 -4.4767 -5.5558  -2.19
C17 0.2575 -2.2079 -2.1325  -0.07
C18 1.3560 -2.3145 -6.7730  -1.65
H21 1.9260 4.0953 3.2816  0.22
H22 -3.9005 0.2084 3.7206  0.34
H23 1.3021 4.7725 -0.2048  0.53
H24 -2.2899 0.6141 -5.3740  0.46
Sc1 -0.1734 -0.0477 0.8753  -0.26
H25 1.4726 -4.9667 -6.5048  0.44
H26 1.9477 5.2527 1.9677  0.48
H27 0.6108 2.1823 -3.6952  0.44
C19 4.2237 -3.2978 3.3238  -1.02
Cl1 4.8162 -5.8536 3.9230  -0.21
H28 0.4278 4.8707 2.7791  0.35
H29 -0.7076 -4.0438 -7.3495  0.47
C20 3.3628 -2.2918 2.9356  -0.07
C21 -3.4119 0.8059 1.6857  2.76
H30 2.8753 2.1431 1.7833  0.10
H31 1.2303 0.1228 5.9997  0.47
C22 0.4183 2.7264 5.3636  -1.67
H32 -1.4508 -4.0536 -5.7511  0.35
C23 -0.0337 1.6300 3.1630  0.20
C24 -3.4433 -0.6560 1.2034  -1.65
C25 1.5221 -3.8424 2.9563  -0.26
H33 0.6781 3.6916 4.9420  0.24
H34 2.8356 1.3571 5.1523  0.60
C26 0.2903 -2.4032 -4.5051  -0.10
H35 -1.6900 0.4050 3.9763  0.27
H36 2.5970 0.7812 3.5024  0.03
C27 -1.1288 2.0479 1.1704  -0.08
H37 3.7266 -1.2906 2.7708  0.45
C28 -4.2337 0.9252 2.9755  -1.94
H38 -5.1030 1.4459 0.5056  0.50
C29 0.8126 1.5658 4.4345  2.80
H39 0.6798 -5.1566 -4.9499  0.38
H40 0.9551 -3.9358 -3.1390  0.55
C30 -1.6082 1.3583 -4.9694  -2.59
C31 -2.4779 0.9798 -2.6870  -1.29
H41 -2.2228 0.7586 -1.6526  -0.31
H42 0.9227 2.6209 6.3223  0.48
H43 2.1588 1.9049 0.1894  0.03
H44 -1.4890 2.6384 0.3383  0.80
C32 -0.2367 2.0797 -3.0206  -1.53
C33 -0.5410 -0.3647 -3.4100  -0.81
Br1 0.4890 -3.0105 -0.4008  -0.17
O2 1.6581 -0.5460 1.5377  -0.77
C34 2.3847 2.6517 0.9621  -1.55
C35 3.7305 -4.5826 3.5019  0.45
H45 -0.4782 0.2856 5.6518  0.38
H46 -2.1271 2.3152 -4.9681  0.47
H47 -3.5630 1.6168 -0.3265  0.17
H48 -4.4621 -0.9559 0.9577  0.60
H49 1.5546 -2.8806 -7.6799  0.48
C36 0.5268 -3.1620 -5.7990  1.86
O3 -0.3949 -0.2542 -0.9799  0.95
C37 2.3289 1.5623 4.2106  -1.74
H50 -3.0689 -1.3220 1.9851  0.23
H51 0.8359 -1.4040 -7.0555  0.33
C38 -1.2831 0.9652 3.1548  -0.74
H52 3.0795 3.3815 0.5465  0.64
H53 -2.9917 1.9388 -2.7321  0.58

Output
Max |F| (hartree/bohr): 0.0442
E (eV): -149679.9329
ΔE to the lowest compared entry with this formula, charge and spin (eV): 0.842
LUMO energy (eV): 0.03
HOMO energy (hartree): -0.29395

---

Record 3
Computed, not measured: a molecular structure, C21H17N3O4Sr, with ωB97M-V/def2-TZVPD.

Each line ends with the Mulliken charge.
Element x y z (Å)
Sr1 0.2210 -1.7517 -0.0318  1.80
C1 -0.3715 0.1677 -5.1915  1.17
C2 2.0580 2.9412 1.4774  -0.51
H1 1.4764 -1.9824 2.8062  0.34
H2 2.3804 3.8803 1.9085  0.43
H3 -0.5888 0.1862 -7.3304  0.32
H4 1.7774 0.0586 -2.5830  0.23
H5 -1.5861 1.3300 4.2655  0.42
O1 2.9358 -1.3814 -0.3221  -0.62
C3 0.7163 2.6877 1.2846  -0.70
N1 0.1096 -1.1386 -2.7427  -0.07
C4 -2.9665 -1.7222 3.8178  -0.49
H6 0.0663 1.6799 -6.6590  0.35
H7 1.4305 1.2447 -4.7044  0.31
O2 -1.3105 -0.0929 0.0881  -0.82
C5 3.0058 1.9781 1.1204  -0.61
C6 -1.2170 -0.8320 -4.7195  -0.61
H8 -0.0650 3.3880 1.5470  0.60
C7 -0.5633 -0.3958 3.5351  -0.32
C8 -1.6645 0.2809 4.0063  -0.57
C9 0.3260 1.4656 0.7346  0.06
O3 -1.9716 1.9783 0.7401  -0.71
C10 0.5089 -2.4325 2.5579  -2.17
C11 -2.8925 -0.3688 4.1536  0.44
C12 0.7272 0.4791 -4.4029  -0.75
H9 -2.0976 -1.1304 -5.2738  0.38
H10 4.0653 2.1347 1.2595  0.58
H11 0.3825 0.1337 3.4516  0.34
O4 4.6848 -0.1681 0.3680  -0.42
C13 3.3820 -0.3596 0.1588  0.28
H12 0.5432 -3.5124 2.7121  0.42
C14 0.9252 -0.1879 -3.2080  -0.26
N2 1.2324 0.5563 0.3948  0.80
C15 2.5266 0.8050 0.5842  -0.07
H13 5.1312 -0.9841 0.0822  0.38
C16 -1.1526 1.1144 0.5071  0.27
C17 -0.6075 -1.7635 3.1594  1.47
C18 -4.0343 0.3504 4.6541  -0.04
C19 -0.9404 -1.4450 -3.5150  -0.35
H14 -1.6145 -2.2108 -3.1461  0.37
N3 -4.9465 0.9305 5.0524  -0.56
H15 -3.9063 -2.2476 3.9355  0.44
C20 -0.6458 0.8745 -6.4857  -1.40
H16 -1.6483 1.3045 -6.4824  0.34
H17 -1.9560 -3.4479 3.0945  0.36
C21 -1.8656 -2.3948 3.3407  -0.85

Output
Max |F| (hartree/bohr): 0.0222
E (eV): -35551.2837
ΔE to the lowest compared entry with this formula, charge and spin (eV): 0.893
LUMO energy (eV): -0.73
HOMO energy (hartree): -0.22718